{"formula": "C38H106N8O14", "method": "the ωB97M-V functional and the def2-TZVPD basis", "lumo_energy_ev": 0.4, "max_force_ev_per_a": 4.12, "e_above_lowest_kj_mol": 0.0, "symbols": ["C", "C", "C", "O", "C", "N", "H", "H", "H", "H", "H", "H", "H", "H", "H", "H", "H", "C", "C", "C", "O", "C", "N", "H", "H", "H", "H", "H", "H", "H", "H", "H", "H", "H", "C", "C", "C", "O", "H", "H", "H", "H", "H", "H", "H", "H", "C", "C", "C", "O", "H", "H", "H", "H", "H", "H", "H", "H", "C", "C", "C", "O", "H", "H", "H", "H", "H", "H", "H", "H", "C", "C", "C", "O", "H", "H", "H", "H", "H", "H", "H", "H", "C", "C", "C", "O", "H", "H", "H", "H", "H", "H", "H", "H", "C", "C", "C", "O", "H", "H", "H", "H", "H", "H", "H", "H", "C", "C", "C", "O", "H", "H", "H", "H", "H", "H", "H", "H", "C", "C", "C", "O", "H", "H", "H", "H", "H", "H", "H", "H", "C", "C", "C", "O", "H", "H", "H", "H", "H", "H", "H", "H", "C", "O", "N", "N", "H", "H", "H", "H", "C", "O", "N", "N", "H", "H", "H", "H", "C", "O", "N", "N", "H", "H", "H", "H"], "xyz": [[3.80491, 6.57304, -2.23324], [3.04333, 5.60188, -1.36009], [3.43525, 4.18108, -1.65004], [2.81629, 3.89191, -2.87194], [3.27883, 2.74114, -3.53115], [3.28212, 5.75970, 0.10487], [3.66774, 7.62690, -1.96678], [3.59342, 6.39098, -3.29416], [4.84149, 6.26961, -1.98625], [1.99546, 5.71816, -1.66968], [3.19960, 3.49376, -0.81841], [4.54344, 4.09181, -1.82891], [4.31181, 2.76727, -3.95282], [2.60428, 2.61396, -4.41670], [3.22223, 1.90212, -2.82540], [3.02168, 6.73550, 0.37453], [2.61939, 5.13054, 0.65159], [1.30453, 0.92235, -1.35903], [0.62460, 0.26109, -0.22419], [0.72108, -1.25766, -0.41343], [-0.00351, -1.67735, -1.51639], [-1.36262, -1.93455, -1.20825], [1.34938, 0.71176, 1.01386], [2.39283, 0.61001, -1.32156], [1.19988, 1.97293, -1.48824], [0.92576, 0.38435, -2.18573], [-0.45436, 0.55227, -0.11236], [0.34754, -1.85413, 0.45516], [1.73856, -1.65525, -0.52192], [-1.74979, -2.23515, -2.11537], [-1.85647, -1.02750, -0.69118], [-1.38270, -2.82401, -0.50201], [1.29343, 1.71105, 1.14745], [1.00101, 0.18483, 1.83313], [-1.54395, 0.01636, 5.73635], [-1.22456, -0.67231, 4.42086], [-1.98155, -0.14091, 3.22910], [0.14881, -0.60062, 3.96114], [-0.97862, -0.52058, 6.56596], [-2.61674, -0.12054, 5.82916], [-1.24960, 1.03911, 5.66458], [-1.31784, -1.76175, 4.56969], [-1.62043, -0.53129, 2.29660], [-1.76268, 1.05317, 3.08704], [-3.11940, -0.14068, 3.23591], [0.24720, -1.49260, 3.59502], [-4.43432, -7.44536, -0.67255], [-3.07324, -6.66293, -0.78022], [-2.63868, -6.81101, -2.21738], [-3.24698, -5.30417, -0.37662], [-4.79994, -7.48780, 0.38997], [-4.37300, -8.45846, -1.01614], [-5.21347, -6.82751, -1.11626], [-2.34353, -7.13659, -0.06117], [-2.47358, -7.86544, -2.49962], [-1.73229, -6.26133, -2.52576], [-3.41585, -6.44852, -2.90131], [-3.93241, -4.79210, -0.83593], [3.31851, -4.43857, -2.26685], [1.84717, -4.26736, -1.93551], [0.92145, -5.39973, -2.47533], [1.66071, -4.19728, -0.55600], [3.78133, -5.10520, -1.53383], [3.82540, -3.47114, -2.22122], [3.60215, -4.87883, -3.19095], [1.65832, -3.28180, -2.40732], [1.16969, -5.58513, -3.54045], [-0.16688, -5.17758, -2.46068], [1.13713, -6.26761, -1.89526], [2.53037, -3.98099, -0.11820], [-1.61335, 2.48406, -5.51489], [-2.07242, 1.96955, -4.17654], [-1.82872, 2.97371, -3.06843], [-3.49013, 1.64518, -4.20651], [-0.49120, 2.35562, -5.60902], [-1.71264, 3.61660, -5.56169], [-2.16678, 2.06006, -6.34522], [-1.56122, 1.02573, -4.06909], [-0.85665, 3.43562, -3.26850], [-1.88879, 2.52378, -2.10198], [-2.69782, 3.65920, -3.13200], [-3.50614, 0.84208, -4.67387], [4.48588, -0.78255, 5.73011], [3.03294, -0.34319, 5.82173], [2.81895, 0.64853, 6.99157], [2.74561, 0.28942, 4.58187], [4.65344, -1.51906, 4.93391], [4.86448, -1.17746, 6.66788], [5.02233, 0.09424, 5.36956], [2.37644, -1.30580, 5.85425], [2.87994, 0.09808, 7.89837], [1.81003, 1.06836, 7.09101], [3.60251, 1.44593, 6.94034], [1.75988, 0.23270, 4.57261], [-0.10932, -1.52211, -4.94482], [1.24149, -1.48349, -5.73907], [1.74654, -0.05537, -5.96388], [2.22881, -2.34479, -5.24942], [-0.03880, -1.09390, -3.92467], [-0.46365, -2.51642, -4.83776], [-0.91114, -0.86109, -5.44185], [1.13365, -1.79627, -6.75187], [2.50133, 0.04309, -6.74949], [1.98205, 0.49023, -5.02406], [0.86953, 0.49043, -6.40018], [2.60103, -2.00197, -4.43354], [-1.35262, 3.81513, 2.74785], [-0.57929, 3.66139, 1.37511], [-0.99438, 4.64653, 0.25328], [0.83973, 3.91716, 1.63745], [-0.88380, 4.75476, 3.14951], [-1.01946, 2.99870, 3.43268], [-2.45429, 3.92372, 2.54301], [-0.82798, 2.65774, 1.01134], [-0.39312, 4.46330, -0.62455], [-0.68872, 5.69861, 0.54886], [-2.04189, 4.62970, 0.02708], [1.22303, 3.44574, 2.40632], [-4.14158, 1.00138, 0.13117], [-5.04124, 1.41750, -1.02944], [-4.95213, 2.90860, -1.19083], [-4.78158, 0.53927, -2.15413], [-3.06777, 1.31068, -0.08634], [-4.07304, -0.04001, 0.40613], [-4.43174, 1.41145, 1.06814], [-6.03140, 1.19199, -0.74539], [-3.93078, 3.27714, -1.40141], [-5.18654, 3.29166, -0.22554], [-5.65265, 3.34941, -1.86757], [-4.47259, 1.13271, -2.89644], [4.52175, 3.90866, 3.60559], [3.18982, 3.93794, 4.33821], [2.43791, 5.28267, 4.28577], [2.30271, 3.01935, 3.70637], [5.28974, 4.52772, 4.01548], [4.31968, 4.23908, 2.56009], [4.91304, 2.86073, 3.53438], [3.22715, 3.58142, 5.38098], [2.93565, 6.15566, 4.80381], [1.49653, 5.04676, 4.71100], [2.21166, 5.48343, 3.23695], [2.64551, 2.10164, 3.68913], [3.66011, -1.99150, 1.33418], [3.81191, -2.98067, 0.56054], [4.33180, -0.71931, 1.20365], [2.89631, -2.03665, 2.39654], [4.94567, -0.64491, 0.39893], [3.55285, -0.07612, 1.11276], [2.86761, -1.22509, 2.97041], [2.19304, -2.79878, 2.41425], [-6.10368, -2.84355, -1.18179], [-4.90624, -3.08429, -0.96120], [-7.11404, -3.74685, -0.88564], [-6.45361, -1.62530, -1.70095], [-8.05910, -3.81152, -1.23589], [-6.76004, -4.46031, -0.28203], [-5.78752, -0.88473, -2.02972], [-7.41253, -1.32680, -1.70229], [-0.74012, -3.96618, 2.18467], [0.14511, -3.29932, 2.74275], [-0.49903, -4.87234, 1.17160], [-2.01990, -3.83847, 2.64805], [0.24713, -4.54745, 0.54606], [-1.32644, -5.06258, 0.65996], [-2.08365, -3.19006, 3.42168], [-2.84815, -4.11464, 2.07246]], "atomic_forces_ev_per_a": [[1.35, -0.54, 0.76], [-0.89, -0.04, 1.13], [1.40, -0.14, -0.79], [-0.30, -0.38, -0.70], [-0.37, -0.40, -0.69], [-1.32, 0.82, 0.35], [-0.14, -0.23, -0.09], [0.06, 0.11, 0.34], [-0.01, 0.76, -0.62], [-0.25, -0.28, 0.48], [-0.35, 0.04, -0.35], [-0.62, 0.24, 0.49], [-0.38, 0.49, 0.54], [0.47, -0.19, 0.88], [-0.02, -0.16, -0.50], [0.34, -1.11, -0.17], [0.93, 1.02, -1.06], [1.54, -1.34, -0.37], [0.16, 0.72, 2.35], [0.11, -0.78, 1.54], [-0.41, 0.27, -0.72], [1.04, 0.39, 3.09], [-0.27, -1.90, 0.08], [-1.00, 0.63, 0.14], [-0.14, 0.90, 0.11], [-0.44, -0.06, -1.64], [0.60, -0.26, -0.49], [0.14, 0.75, 0.00], [0.11, 0.66, -0.19], [-1.58, -0.31, -1.76], [0.41, -1.41, -1.07], [-0.29, 0.97, -0.58], [-0.22, 0.09, 0.04], [0.11, 0.82, -0.42], [1.23, -1.82, -0.01], [0.46, -0.61, -0.79], [-1.72, 3.72, -0.41], [0.18, 0.20, 0.97], [-0.85, 0.86, -0.86], [-0.11, 0.31, 0.51], [0.00, 0.87, 0.23], [-0.80, 0.31, 0.01], [0.05, -0.64, -0.38], [-0.27, -2.78, 0.65], [1.31, -0.48, 0.26], [0.59, -0.19, -0.34], [0.20, 1.45, 2.29], [-1.19, -0.92, 0.34], [0.71, 0.08, -1.21], [0.79, -0.44, 0.58], [0.67, -0.07, -0.64], [-0.09, -0.37, -0.56], [0.00, -0.31, -0.77], [-0.56, 0.70, -0.75], [-0.05, 0.31, 0.33], [-0.34, -0.24, 0.58], [-0.14, 0.00, 0.23], [-0.08, -0.08, -0.19], [0.74, -0.35, 1.15], [-0.32, 0.09, -1.76], [0.35, 1.51, -1.15], [0.71, 0.16, 1.11], [0.10, 0.13, 0.22], [0.02, -0.12, 0.25], [-0.43, -0.30, -1.21], [-0.92, -0.44, 0.21], [-0.08, -0.02, 0.53], [0.83, 0.17, 0.37], [0.00, -0.83, 0.38], [-0.81, 0.13, -0.20], [1.33, 2.31, -0.16], [-0.28, -0.18, -0.19], [-0.65, -0.09, -1.07], [0.52, 1.79, 0.61], [-1.27, -0.26, -0.09], [-0.27, -1.23, -0.06], [0.18, -0.23, -0.16], [0.35, -0.38, 0.75], [-0.30, 0.24, 0.43], [0.30, -0.38, 0.73], [0.84, 0.19, -0.07], [-0.49, -1.70, -1.05], [-0.14, 0.09, -0.61], [-0.28, -1.23, 0.24], [0.07, -0.14, -0.76], [-1.34, -0.05, -0.17], [-0.34, -0.06, 0.26], [0.15, 0.16, 0.08], [0.42, 0.13, 0.45], [0.78, 1.66, 0.46], [0.67, -0.48, 1.03], [0.17, 0.18, -0.74], [-0.76, -0.59, 0.13], [0.51, 0.21, -0.64], [0.06, 2.15, -0.55], [-0.35, 1.26, 0.24], [-1.49, 1.07, 0.20], [0.29, -0.52, 0.40], [0.43, -0.28, -0.40], [-0.38, -0.96, -0.05], [1.17, -1.14, 0.33], [-0.79, -0.83, -0.73], [0.31, -0.28, 0.54], [0.23, -0.42, -0.55], [0.56, -0.23, 0.38], [-0.05, 0.10, 0.21], [1.23, 1.05, -1.18], [-0.13, 0.70, 1.06], [1.53, 1.17, 1.60], [-1.14, -0.47, -1.11], [-0.98, -0.61, -0.04], [-0.75, 0.50, -0.52], [1.07, -0.32, 0.67], [0.69, -0.26, -0.08], [0.02, -0.36, -0.42], [-0.56, -1.07, -0.08], [-0.57, -0.16, -0.11], [-0.32, 0.04, 0.08], [1.99, 0.08, -0.54], [0.95, -1.43, 0.53], [1.18, 0.09, -0.43], [0.33, 2.05, -0.49], [-1.14, -0.17, 0.28], [-0.32, -0.73, -0.77], [-0.34, 1.07, 0.71], [-1.46, -0.23, 0.42], [-0.49, -0.33, -0.10], [-0.28, 0.47, 0.87], [-0.40, 0.09, -0.71], [-0.03, -0.92, 0.64], [-0.52, -1.02, -1.13], [0.04, 0.05, 0.41], [1.26, -0.08, -0.16], [-0.57, -0.74, -0.68], [0.40, 0.50, 0.45], [0.25, -0.14, 0.60], [-0.30, 0.79, 0.18], [0.56, 0.38, -0.10], [-0.48, -1.13, -0.63], [-1.05, 0.25, 0.78], [0.31, 0.38, -0.01], [0.14, 0.59, 0.42], [2.22, -0.80, -2.35], [0.07, 1.94, 1.05], [-0.82, -1.44, -0.16], [-1.47, -1.36, 0.30], [-0.25, -0.39, 0.06], [0.00, 0.77, 0.06], [-0.34, 0.48, 0.74], [0.48, 0.88, 0.41], [0.63, 1.34, -0.51], [-1.04, -0.60, 0.03], [0.87, 0.35, 0.16], [-0.29, 0.12, -0.31], [0.45, 0.42, -0.01], [-0.26, -0.51, 0.03], [-0.19, -1.16, 0.59], [-0.15, -0.28, 0.03], [-0.05, -0.11, 0.05], [0.34, -0.02, -0.18], [0.34, 1.44, 0.86], [-0.79, -0.55, -0.86], [0.25, -0.37, 0.17], [-0.96, -0.45, -0.61], [-0.45, -0.19, -0.40], [1.23, 0.43, 0.91]]}

***

{"formula": "C5H17N2O", "method": "the ωB97M-V functional and the def2-TZVPD basis", "lumo_energy_ev": -2.9, "max_force_ev_per_a": 5.33, "e_above_lowest_kj_mol": 196.9, "total_charge": 1, "symbols": ["C", "C", "C", "C", "C", "N", "N", "H", "H", "H", "H", "H", "H", "H", "H", "H", "H", "H", "H", "H", "H", "H", "H", "H", "O"], "xyz": [[0.32900, -0.79379, -1.66627], [1.10656, -0.32767, -0.44894], [1.24198, 1.16051, -0.63944], [0.39433, 2.02159, 0.30887], [-1.07824, 1.65078, 0.16682], [-1.70020, 0.31395, 0.69771], [-0.71346, -1.69444, -1.26449], [0.98940, -1.13934, -2.47392], [-0.22480, 0.10762, -2.16824], [2.16470, -0.83573, -0.34045], [0.71223, -0.62897, 0.58616], [2.33994, 1.54396, -0.52303], [0.92106, 1.33485, -1.68294], [0.44857, 3.06678, -0.08070], [0.87720, 1.99427, 1.31549], [-1.81753, 2.40250, 0.59130], [-1.32297, 1.54172, -0.97956], [-2.71138, 0.45906, 0.89054], [-1.23692, 0.14775, 1.64870], [-0.28043, -2.39086, -0.62312], [-1.25201, -2.19093, -2.06115], [-1.59453, -0.44483, 0.03990], [0.26813, -2.98618, 3.17180], [1.51252, -2.26765, 2.73273], [0.62683, -2.04495, 2.80223]], "atomic_forces_ev_per_a": [[-1.27, 1.13, -1.46], [2.26, -1.21, 1.45], [2.42, 1.90, 0.34], [0.43, -0.34, -0.38], [-2.91, 0.46, -1.84], [0.79, 2.02, 2.92], [-1.39, -2.34, -0.13], [0.03, -0.22, 0.31], [0.98, -1.56, 0.90], [-1.92, 0.92, -0.75], [-0.15, 0.45, -1.57], [-1.90, -0.77, -0.33], [0.62, 0.62, 0.64], [-0.14, -0.62, 0.56], [-0.94, 0.04, -0.46], [1.30, -0.60, -0.54], [0.50, 0.62, 2.19], [0.82, -0.06, -0.27], [-0.79, -0.45, -1.66], [-0.79, 0.23, -0.92], [1.50, 1.03, 1.78], [0.63, -1.33, -0.68], [0.91, 3.51, -1.25], [3.07, -0.30, -0.32], [-4.06, -3.12, 1.48]]}

***

{"formula": "C21H28AsMnN2O4S5Sb", "method": "the ωB97M-V functional and the def2-TZVPD basis", "lumo_energy_ev": [-1.6, -1.6], "multiplicity": 2, "max_force_ev_per_a": 0.66, "s2": 1.008, "symbols": ["Mn", "O", "C", "O", "C", "C", "C", "C", "C", "C", "N", "C", "C", "C", "C", "C", "C", "N", "H", "H", "H", "H", "H", "H", "H", "H", "H", "H", "S", "Sb", "S", "S", "S", "C", "C", "As", "C", "C", "C", "C", "H", "H", "H", "H", "H", "H", "H", "H", "H", "H", "H", "H", "H", "H", "H", "C", "C", "O", "O", "H", "H", "H", "S"], "xyz": [[-0.82455, -0.35415, -1.49567], [2.24304, 5.10453, 3.56613], [2.62109, 4.48334, 2.42575], [3.73744, 4.60026, 2.00956], [1.56458, 3.69711, 1.71244], [1.70949, 3.52344, 0.33711], [0.78929, 2.77613, -0.37322], [-0.27779, 2.19079, 0.30118], [-0.43271, 2.35048, 1.67179], [0.49096, 3.10986, 2.37353], [-1.19255, 1.36735, -0.41306], [-2.43777, 1.59893, -0.24203], [-3.42485, 0.74377, -0.90048], [-4.78507, 0.96640, -0.79995], [-5.64439, 0.08742, -1.44500], [-5.10506, -0.96379, -2.16193], [-3.72518, -1.11464, -2.22430], [-2.90580, -0.27865, -1.59917], [1.28653, 5.03054, 3.68878], [2.55590, 3.97569, -0.16072], [0.89400, 2.63600, -1.44163], [-1.23473, 1.83355, 2.18180], [0.38745, 3.18938, 3.44893], [-2.78854, 2.42443, 0.37241], [-5.15490, 1.79914, -0.22000], [-6.71477, 0.22569, -1.38893], [-5.73440, -1.66680, -2.68641], [-3.24654, -1.90511, -2.78919], [2.62963, -2.63209, -4.47838], [0.56711, -1.78635, -4.49966], [0.63276, 0.55630, -3.10543], [-0.75345, -2.34283, -2.60497], [-0.61806, -1.26592, -6.30321], [0.68921, -0.71088, 2.45518], [1.67218, -0.25402, 1.38848], [1.34943, -0.97112, -0.40712], [1.43934, -2.88941, -0.08024], [2.74232, -3.35793, 0.55198], [3.04142, -0.56220, -1.31670], [4.24305, -0.23283, -0.43613], [0.92398, -0.22687, 3.40393], [0.75221, -1.78808, 2.61272], [-0.34132, -0.46582, 2.20641], [2.67607, -0.60172, 1.63900], [1.72723, 0.83387, 1.32429], [1.27787, -3.35626, -1.05459], [0.57213, -3.13042, 0.53738], [3.59441, -3.18566, -0.10326], [2.68964, -4.43236, 0.73507], [2.94308, -2.87769, 1.51097], [2.86350, 0.28050, -1.98906], [3.23369, -1.41939, -1.96959], [4.09736, 0.69042, 0.12425], [5.12133, -0.09590, -1.06740], [4.47720, -1.02347, 0.27411], [-2.38969, -2.73078, 1.75301], [-2.08149, -1.40347, 1.09457], [-2.50825, -0.36158, 1.58043], [-1.28809, -1.50721, 0.08268], [-3.37679, -2.69730, 2.20593], [-1.66326, -2.89157, 2.55284], [-2.31216, -3.55368, 1.04548], [-1.27381, 0.96260, -3.41068]], "atomic_forces_ev_per_a": [[-0.32, -0.32, 0.08], [-0.08, -0.08, 0.01], [-0.02, 0.23, -0.11], [-0.04, -0.06, 0.10], [0.00, -0.08, 0.02], [-0.03, -0.04, 0.03], [0.02, 0.00, 0.00], [0.01, -0.09, -0.06], [0.00, 0.07, 0.00], [0.02, 0.02, -0.06], [-0.52, 0.38, 0.17], [0.29, -0.17, -0.07], [0.07, 0.04, 0.09], [0.04, -0.09, -0.04], [0.06, 0.04, 0.03], [0.05, -0.01, -0.01], [-0.01, -0.03, -0.03], [-0.06, 0.18, 0.11], [0.15, 0.01, -0.01], [0.02, 0.02, 0.01], [-0.03, 0.01, 0.05], [-0.03, -0.04, 0.00], [0.00, 0.00, 0.03], [0.03, 0.01, 0.00], [0.00, 0.03, 0.02], [-0.03, 0.00, 0.00], [-0.02, -0.02, -0.02], [-0.02, 0.00, 0.00], [0.02, 0.03, 0.13], [-0.05, -0.07, 0.03], [0.09, 0.12, -0.08], [-0.01, -0.28, -0.21], [0.00, 0.02, 0.01], [-0.05, 0.05, -0.02], [0.08, 0.00, -0.01], [0.23, 0.16, -0.03], [-0.07, -0.07, -0.15], [-0.02, -0.02, 0.04], [0.03, 0.01, -0.14], [-0.02, -0.04, 0.01], [0.04, 0.00, 0.05], [-0.01, -0.05, -0.01], [0.18, 0.10, 0.10], [-0.01, 0.04, -0.03], [-0.01, -0.10, -0.03], [0.04, 0.05, 0.12], [0.05, 0.05, -0.07], [0.03, 0.03, -0.04], [0.00, 0.00, -0.01], [-0.01, 0.02, 0.02], [-0.02, -0.06, 0.09], [-0.02, 0.03, 0.06], [-0.02, 0.03, 0.03], [0.01, 0.01, -0.02], [0.00, -0.05, 0.03], [-0.05, -0.06, -0.03], [0.10, -0.28, 0.16], [-0.28, 0.28, -0.03], [0.06, 0.13, -0.39], [-0.04, -0.01, 0.02], [0.02, 0.01, -0.01], [-0.01, 0.01, 0.01], [0.14, -0.07, 0.09]]}